80
Properties=species:S:1:pos:R:3 method="wB97M-V/def2-TZVPD" largest_force_ha_per_bohr=0.009 spin_multiplicity=3 s2=2.011 gap_ev="6.52 / 6.88"
Pt -0.319 0.508 -0.246
Se -2.070 1.712 1.095
P -3.275 0.821 -0.514
Se -2.423 -1.137 -0.923
C -5.029 0.745 -0.081
C -5.614 -0.451 0.318
C -6.950 -0.471 0.689
C -7.697 0.698 0.666
C -7.112 1.894 0.269
C -5.779 1.919 -0.107
C -3.187 1.858 -1.992
C -3.922 1.459 -3.109
C -3.863 2.203 -4.274
C -3.068 3.343 -4.329
C -2.336 3.737 -3.221
C -2.394 2.997 -2.046
H -5.023 -1.358 0.334
H -7.409 -1.402 0.996
H -8.739 0.679 0.956
H -7.696 2.804 0.249
H -5.322 2.849 -0.424
H -4.529 0.562 -3.066
H -4.431 1.893 -5.141
H -3.019 3.921 -5.242
H -1.713 4.620 -3.264
H -1.814 3.298 -1.183
N 2.234 0.489 2.419
C 3.037 -0.300 1.634
C 4.429 -0.191 1.760
C 5.278 -0.862 0.905
C 4.769 -1.679 -0.099
C 3.399 -1.841 -0.199
C 2.517 -1.176 0.657
P 0.725 -1.396 0.487
C 0.193 -1.941 2.140
C -1.080 -1.625 2.604
C -1.482 -2.041 3.867
C -0.616 -2.768 4.669
C 0.658 -3.084 4.211
C 1.062 -2.671 2.952
C 0.531 -2.855 -0.579
C 0.518 -2.678 -1.963
C 0.407 -3.774 -2.804
C 0.293 -5.051 -2.272
C 0.288 -5.230 -0.896
C 0.407 -4.137 -0.050
H 1.252 0.293 2.518
H 2.654 0.941 3.212
H 4.833 0.457 2.530
H 6.349 -0.737 1.011
H 5.430 -2.196 -0.780
H 2.999 -2.505 -0.954
H -1.752 -1.050 1.981
H -2.472 -1.787 4.222
H -0.928 -3.085 5.655
H 1.338 -3.646 4.837
H 2.062 -2.903 2.603
H 0.592 -1.681 -2.383
H 0.402 -3.627 -3.876
H 0.199 -5.905 -2.929
H 0.187 -6.223 -0.478
H 0.390 -4.288 1.020
O 6.966 1.657 -0.755
N 6.338 2.378 -0.002
O 6.834 3.046 0.887
C 4.892 2.431 -0.160
C 4.290 1.645 -1.112
C 2.909 1.619 -1.196
C 2.056 2.384 -0.329
O 0.798 2.440 -0.404
C 2.779 3.171 0.629
C 4.140 3.218 0.708
N 2.028 3.967 1.608
O 1.031 3.485 2.102
O 2.468 5.073 1.869
N 2.355 0.775 -2.229
O 1.151 0.491 -2.212
O 3.080 0.392 -3.120
H 4.885 1.038 -1.776
H 4.626 3.839 1.447